Formula: C4H12S
Source: OMol25
Level of theory: ωB97M-V/def2-TZVPD

CARTESIAN COORDINATES (ANGSTROEM)
C 1.65 0.70 -1.82
S 0.12 0.25 -2.65
C 0.01 -1.62 -2.66
H 1.73 1.74 -1.91
H 1.88 0.34 -0.81
H 2.31 0.22 -2.60
H -0.50 -2.04 -1.83
H 0.94 -2.17 -2.89
H -0.54 -1.89 -3.59
C -0.36 0.71 2.95
C -1.58 0.37 2.18
H 0.55 0.22 2.40
H -0.21 1.75 3.38
H -0.19 0.41 3.95
H -1.80 1.04 1.30
H -2.60 0.59 2.79
H -1.42 -0.62 1.82

Results
- HOMO-LUMO gap: 0.344 Eh
- Energy relative to the best compared isomer or geometry (same formula, charge and spin): 171.2 kJ/mol
- Calculated total energy: -15175.9313 eV
- Spin multiplicity: 1
- E_HOMO: -8.43 eV
- Lowest unoccupied orbital energy: 0.92 eV
- SMILES: CSC.CC

Atomic partial charges in e from the Mulliken method, atoms 1 to 4: number 1, C, carries -0.763; number 2, S, carries -0.077; number 3, C, carries -0.817; number 4, H, carries 0.300


Formula: C11H6N7O8
Source: OMol25
Level of theory: ωB97M-V/def2-TZVPD

CARTESIAN COORDINATES (ANGSTROEM)
C 1.28 1.37 5.00
N 0.47 2.06 4.01
C 1.03 2.39 2.69
O 2.20 2.07 2.46
N 0.17 3.00 1.84
C -0.85 3.78 2.29
O -1.27 4.79 1.69
C -1.44 3.38 3.58
C -0.77 2.51 4.36
H 1.04 1.66 6.03
H 1.16 0.29 4.95
H 2.32 1.59 4.80
H -2.38 3.83 3.89
H -1.20 2.18 5.32
O -1.55 -3.63 -5.93
N -0.94 -2.74 -5.37
C -0.79 -2.31 -4.07
C 0.08 -1.21 -4.08
N 0.44 -0.91 -5.37
O -0.22 -1.81 -6.15
C 0.55 -0.68 -2.81
N 1.62 0.31 -2.70
O 2.28 0.72 -3.67
O 1.86 0.70 -1.53
C 0.08 -1.23 -1.60
C -0.70 -2.40 -1.65
N -0.75 -3.45 -0.72
O -0.47 -3.54 0.46
O -1.12 -4.60 -1.44
N -1.43 -4.31 -2.75
C -1.16 -2.97 -2.87
H 0.44 -0.87 -0.64

Results
- HOMO-LUMO gap: 0.146 Eh
- Energy relative to the best compared isomer or geometry (same formula, charge and spin): 56.3 kJ/mol
- Calculated total energy: -38303.6446 eV
- Spin multiplicity: 1
- E_HOMO: -4.40 eV
- Lowest unoccupied orbital energy: -0.42 eV
- Total charge: -1

Atomic partial charges in e from the Mulliken method, atoms 1 to 4: number 1, C, carries -1.053; number 2, N, carries 0.151; number 3, C, carries 0.482; number 4, O, carries -0.719


Formula: C17H35BF4GeIrN2O3
Source: OMol25
Level of theory: ωB97M-V/def2-TZVPD

CARTESIAN COORDINATES (ANGSTROEM)
Ir 0.56 0.14 -0.25
C -1.22 -2.91 -0.86
C -0.36 -2.76 0.37
C 1.05 -3.26 0.15
C -1.00 -3.38 1.60
O -0.28 -1.30 0.75
Ge -1.47 0.04 1.70
O 0.36 0.83 1.64
C 0.64 2.25 2.00
C 1.78 2.22 2.99
C -0.62 2.83 2.62
C 1.02 3.00 0.73
O -1.34 0.74 -0.14
C -2.44 1.12 -1.09
C -3.67 0.37 -0.63
C -2.63 2.62 -0.97
C -2.02 0.72 -2.48
H -1.33 -3.97 -1.09
H -0.78 -2.41 -1.73
H -2.22 -2.51 -0.68
H 1.01 -4.32 -0.10
H 1.66 -3.15 1.04
H 1.53 -2.75 -0.70
H -1.09 -4.45 1.44
H -2.01 -2.99 1.77
H -0.39 -3.22 2.50
H 1.51 1.61 3.86
H 2.00 3.23 3.34
H 2.69 1.82 2.54
H -0.92 2.27 3.51
H -1.45 2.86 1.90
H -0.44 3.86 2.93
H 1.96 2.62 0.31
H 1.20 4.05 0.97
H 0.22 2.98 -0.01
H -3.99 0.67 0.37
H -3.51 -0.71 -0.66
H -4.50 0.59 -1.30
H -2.91 2.91 0.05
H -3.43 2.94 -1.63
H -1.72 3.16 -1.25
H -1.87 -0.36 -2.56
H -1.10 1.23 -2.79
H -2.80 1.01 -3.19
C 5.01 -1.33 2.40
C 4.24 -0.85 1.22
C 4.67 -0.47 -0.06
C 3.55 -0.07 -0.76
N 2.46 -0.23 0.05
N 2.91 -0.69 1.24
C 3.45 0.42 -2.16
H 6.04 -1.51 2.12
H 4.58 -2.25 2.79
H 4.99 -0.58 3.19
H 5.68 -0.47 -0.41
H 2.27 -0.81 2.01
H 4.40 0.87 -2.45
H 2.66 1.15 -2.29
H 3.25 -0.41 -2.84
F 1.76 -1.43 -4.51
B 0.72 -0.62 -4.55
F -0.50 -1.10 -4.64
F 0.92 0.69 -4.51
F 0.66 -0.60 -2.01

Results
- HOMO-LUMO gap (spin up / spin down): 0.286 / 0.244 Eh
- Energy relative to the best compared isomer or geometry (same formula, charge and spin): 87.7 kJ/mol
- Calculated total energy: -98211.1272 eV
- Spin multiplicity: 2
- E_HOMO (spin up / spin down): -16.30 / -16.28 eV
- ⟨S²⟩: 0.7565
- Lowest unoccupied orbital energy (spin up / spin down): -8.51 / -9.65 eV
- Total charge: +2

Atomic partial charges in e from the Mulliken method, atoms 1 to 4: number 1, Ir, carries 2.985; number 2, C, carries -1.183; number 3, C, carries 1.336; number 4, C, carries -1.434


Formula: C33H46OP2SiZn
Source: OMol25
Level of theory: ωB97M-V/def2-TZVPD

CARTESIAN COORDINATES (ANGSTROEM)
P -0.05 -1.57 -5.84
P 0.11 1.96 -5.84
C -0.33 -0.44 -7.31
C 0.41 0.91 -7.32
H -1.42 -0.31 -7.42
H 0.01 -1.04 -8.17
H 1.50 0.77 -7.44
H 0.07 1.50 -8.18
C -1.45 2.80 -6.26
H -1.76 3.42 -5.41
H -2.26 2.08 -6.45
H -1.29 3.43 -7.14
C 1.37 3.24 -6.07
H 1.08 3.90 -6.89
H 2.34 2.76 -6.29
H 1.46 3.80 -5.14
C -1.15 -2.94 -6.20
H -1.21 -3.64 -5.36
H -0.78 -3.45 -7.10
H -2.16 -2.56 -6.41
C 1.62 -2.19 -6.19
H 2.34 -1.37 -6.18
H 1.59 -2.67 -7.17
H 1.90 -2.94 -5.43
Zn 0.92 -0.43 1.10
C 0.07 2.02 -3.18
C -1.28 1.85 -3.27
C -1.82 0.59 -3.84
C -1.90 -0.63 -2.87
C -1.00 -1.68 -3.34
C 0.34 -1.47 -3.76
C 1.15 -0.18 -3.71
C 0.87 0.85 -2.61
C 1.30 -2.18 1.79
H 0.57 2.99 -3.17
H -1.99 2.63 -2.96
H -1.13 0.32 -4.68
H -2.80 0.74 -4.33
H -1.69 -0.34 -1.83
H -2.94 -1.00 -2.88
H -1.34 -2.72 -3.24
H 0.97 -2.37 -3.67
H 1.03 0.36 -4.68
H 2.24 -0.43 -3.72
H 0.40 0.38 -1.74
H 1.85 1.21 -2.26
H 2.14 -2.18 2.50
H 1.57 -2.75 0.88
H 0.39 -2.60 2.24
O 0.26 1.28 1.49
Si -0.05 1.57 3.09
C 1.38 0.79 4.04
C 1.23 -0.26 4.96
C 2.35 -0.97 5.40
C 3.63 -0.61 4.97
C 3.79 0.48 4.12
C 2.68 1.19 3.67
C -0.20 3.38 3.49
C -1.26 3.90 4.26
C -1.32 5.27 4.57
C -0.33 6.14 4.11
C 0.73 5.63 3.36
C 0.79 4.26 3.05
C -1.62 0.71 3.66
C -2.47 0.15 2.70
C -3.63 -0.52 3.09
C -3.96 -0.62 4.44
C -3.13 -0.03 5.41
C -1.96 0.63 5.01
H 0.23 -0.57 5.27
H 2.21 -1.81 6.08
H 4.49 -1.19 5.29
H 4.79 0.79 3.78
H 2.80 2.03 2.99
H -2.06 3.24 4.60
H -2.16 5.65 5.16
H -0.38 7.20 4.35
H 1.52 6.29 3.01
H 1.60 3.88 2.43
H -2.21 0.25 1.63
H -4.28 -0.96 2.33
H -4.88 -1.13 4.75
H -3.39 -0.08 6.47
H -1.32 1.10 5.77

Results
- HOMO-LUMO gap: 0.197 Eh
- Calculated total energy: -111883.7411 eV
- Spin multiplicity: 1
- E_HOMO: -5.28 eV
- Lowest unoccupied orbital energy: 0.09 eV

Atomic partial charges in e from the Mulliken method, atoms 1 to 4: number 1, P, carries 1.611; number 2, P, carries 1.554; number 3, C, carries -1.210; number 4, C, carries -1.174


Which value of spin multiplicity does entry 3 give? 2


Which formula does entry 4 have? C33H46OP2SiZn


Please write out number 3 again, unchanged.
Formula: C17H35BF4GeIrN2O3
Source: OMol25
Level of theory: ωB97M-V/def2-TZVPD

CARTESIAN COORDINATES (ANGSTROEM)
Ir 0.56 0.14 -0.25
C -1.22 -2.91 -0.86
C -0.36 -2.76 0.37
C 1.05 -3.26 0.15
C -1.00 -3.38 1.60
O -0.28 -1.30 0.75
Ge -1.47 0.04 1.70
O 0.36 0.83 1.64
C 0.64 2.25 2.00
C 1.78 2.22 2.99
C -0.62 2.83 2.62
C 1.02 3.00 0.73
O -1.34 0.74 -0.14
C -2.44 1.12 -1.09
C -3.67 0.37 -0.63
C -2.63 2.62 -0.97
C -2.02 0.72 -2.48
H -1.33 -3.97 -1.09
H -0.78 -2.41 -1.73
H -2.22 -2.51 -0.68
H 1.01 -4.32 -0.10
H 1.66 -3.15 1.04
H 1.53 -2.75 -0.70
H -1.09 -4.45 1.44
H -2.01 -2.99 1.77
H -0.39 -3.22 2.50
H 1.51 1.61 3.86
H 2.00 3.23 3.34
H 2.69 1.82 2.54
H -0.92 2.27 3.51
H -1.45 2.86 1.90
H -0.44 3.86 2.93
H 1.96 2.62 0.31
H 1.20 4.05 0.97
H 0.22 2.98 -0.01
H -3.99 0.67 0.37
H -3.51 -0.71 -0.66
H -4.50 0.59 -1.30
H -2.91 2.91 0.05
H -3.43 2.94 -1.63
H -1.72 3.16 -1.25
H -1.87 -0.36 -2.56
H -1.10 1.23 -2.79
H -2.80 1.01 -3.19
C 5.01 -1.33 2.40
C 4.24 -0.85 1.22
C 4.67 -0.47 -0.06
C 3.55 -0.07 -0.76
N 2.46 -0.23 0.05
N 2.91 -0.69 1.24
C 3.45 0.42 -2.16
H 6.04 -1.51 2.12
H 4.58 -2.25 2.79
H 4.99 -0.58 3.19
H 5.68 -0.47 -0.41
H 2.27 -0.81 2.01
H 4.40 0.87 -2.45
H 2.66 1.15 -2.29
H 3.25 -0.41 -2.84
F 1.76 -1.43 -4.51
B 0.72 -0.62 -4.55
F -0.50 -1.10 -4.64
F 0.92 0.69 -4.51
F 0.66 -0.60 -2.01

Results
- HOMO-LUMO gap (spin up / spin down): 0.286 / 0.244 Eh
- Energy relative to the best compared isomer or geometry (same formula, charge and spin): 87.7 kJ/mol
- Calculated total energy: -98211.1272 eV
- Spin multiplicity: 2
- E_HOMO (spin up / spin down): -16.30 / -16.28 eV
- ⟨S²⟩: 0.7565
- Lowest unoccupied orbital energy (spin up / spin down): -8.51 / -9.65 eV
- Total charge: +2

Atomic partial charges in e from the Mulliken method, atoms 1 to 4: number 1, Ir, carries 2.985; number 2, C, carries -1.183; number 3, C, carries 1.336; number 4, C, carries -1.434